Entry 1:
Below is a cluster of 5 separate species, C28H65BClFO15 in total, with properties calculated with ωB97M-V/def2-TZVPD.

Structure (ORCA input):
```
! RIJCOSX wB97M-V def2-TZVPD def2/J DEFGRID3
* xyz 0 1
O -2.10 -2.04 1.57
C -1.01 -2.94 1.59
C -1.11 -4.01 2.70
O -1.93 -3.52 3.75
C -1.83 -4.28 4.92
O -0.54 -4.24 5.48
C -0.35 -3.34 6.59
B 0.18 -2.00 5.96
F 1.47 -1.84 5.76
Cl -0.87 -0.70 5.43
H -1.98 -1.43 2.30
H -0.07 -2.40 1.73
H -0.98 -3.43 0.62
H -1.52 -4.96 2.31
H -0.11 -4.21 3.08
H -2.57 -3.85 5.61
H -2.07 -5.33 4.73
H 0.41 -3.79 7.24
H -1.27 -3.24 7.17
C -8.54 1.08 3.20
O -7.46 1.85 3.68
C -7.81 2.78 4.69
C -6.68 2.95 5.69
O -6.49 1.85 6.55
C -5.83 0.71 6.05
C -4.33 0.84 5.96
O -3.94 1.71 4.92
C -2.80 2.50 5.20
H -9.21 1.67 2.57
H -8.12 0.27 2.61
H -9.12 0.66 4.03
H -8.71 2.46 5.22
H -8.01 3.76 4.24
H -6.98 3.78 6.35
H -5.76 3.24 5.18
H -6.24 0.39 5.09
H -6.03 -0.07 6.79
H -3.91 -0.16 5.78
H -3.94 1.20 6.92
H -2.89 2.99 6.17
H -2.73 3.25 4.42
H -1.89 1.89 5.20
C 0.64 4.38 -2.66
O -0.38 3.46 -2.34
C -0.12 2.14 -2.79
C -0.63 1.10 -1.82
O 0.17 0.97 -0.66
C 0.08 1.93 0.37
C -1.17 1.84 1.21
O -2.31 2.26 0.49
C -3.46 1.48 0.73
H 0.65 4.63 -3.73
H 0.46 5.29 -2.09
H 1.63 3.98 -2.39
H 0.95 1.98 -2.94
H -0.62 1.98 -3.75
H -0.51 0.14 -2.33
H -1.69 1.23 -1.59
H 0.22 2.95 -0.02
H 0.93 1.71 1.03
H -1.04 2.47 2.10
H -1.29 0.80 1.54
H -3.23 0.41 0.65
H -4.19 1.74 -0.04
H -3.90 1.68 1.71
C 0.70 -0.03 -9.32
O 1.64 0.50 -8.41
C 1.18 1.61 -7.67
C 1.74 1.63 -6.27
O 1.21 0.66 -5.40
C 1.60 -0.69 -5.55
C 2.98 -1.01 -5.02
O 4.00 -0.48 -5.84
C 5.12 -0.01 -5.13
H 0.58 0.62 -10.19
H 1.08 -1.00 -9.65
H -0.28 -0.17 -8.84
H 0.08 1.61 -7.62
H 1.49 2.54 -8.18
H 1.44 2.59 -5.83
H 2.84 1.60 -6.30
H 1.48 -1.04 -6.58
H 0.90 -1.25 -4.92
H 3.08 -2.10 -4.97
H 3.07 -0.62 -4.00
H 4.83 0.66 -4.31
H 5.75 0.55 -5.83
H 5.71 -0.83 -4.71
C 8.34 -1.67 0.14
O 7.05 -1.15 -0.10
C 6.96 -0.30 -1.22
C 5.63 -0.43 -1.92
O 5.46 -1.63 -2.64
C 5.14 -2.81 -1.91
C 3.69 -2.89 -1.48
O 3.40 -1.99 -0.43
C 2.16 -1.33 -0.58
H 9.01 -0.91 0.55
H 8.23 -2.48 0.87
H 8.78 -2.08 -0.77
H 7.77 -0.52 -1.93
H 7.08 0.75 -0.89
H 5.60 0.36 -2.68
H 4.81 -0.25 -1.22
H 5.80 -2.96 -1.06
H 5.30 -3.62 -2.62
H 3.48 -3.91 -1.16
H 3.06 -2.68 -2.35
H 2.06 -0.89 -1.57
H 2.13 -0.52 0.15
H 1.32 -2.01 -0.39
*
```

The strongest force on any atom comes out at 0.009 Eh/bohr. The SMILES is OCCOCOCB(F)Cl.COCCOCCOC.COCCOCCOC.COCCOCCOC.COCCOCCOC. For the orbital gap, the calculation gives 9.40 eV.

=====

Entry 2:
Below is a cluster of 2 separate species, HN2O3S in total, with properties calculated with ωB97M-V/def2-TZVPD.

Structure (ORCA input):
```
! RIJCOSX wB97M-V def2-TZVPD def2/J DEFGRID3
* xyz -1 3
N 2.06 0.84 -0.66
N 2.79 -0.02 0.10
O 3.73 0.37 0.86
O 2.71 -1.19 -0.26
O 1.86 1.95 -0.26
S -1.05 -0.76 0.15
H 0.04 -1.47 0.23
*
```

The strongest force on any atom comes out at 0.070 Eh/bohr. As for the expectation value of S²: 2.013. For the orbital gap (spin up / spin down), the calculation gives 6.72 / 5.05 eV.

=====

Entry 3:
Below is the molecule C15H19BrN4O3S, with properties calculated with ωB97M-V/def2-TZVPD.

Structure (ORCA input):
```
! RIJCOSX wB97M-V def2-TZVPD def2/J DEFGRID3
* xyz 0 1
O 4.02 -2.77 -1.63
C 2.85 -2.45 -1.66
C 1.85 -2.88 -2.70
C 1.72 -1.75 -3.76
N 0.79 -1.94 -4.84
C 1.10 -2.94 -5.85
C 0.43 -4.29 -5.59
O -0.97 -4.14 -5.41
C -1.25 -3.28 -4.33
C -0.62 -1.90 -4.54
N 2.31 -1.63 -0.72
N 3.18 -1.07 0.20
C 2.95 -0.24 1.20
S 4.17 0.20 2.23
N 1.70 0.33 1.48
C 0.50 0.41 0.85
O 0.25 -0.07 -0.25
C -0.53 1.18 1.60
C -0.56 1.26 2.99
C -1.55 1.98 3.62
C -2.52 2.62 2.86
Br -3.88 3.62 3.74
C -2.51 2.55 1.48
C -1.52 1.82 0.85
H 2.21 -3.79 -3.17
H 0.88 -3.05 -2.23
H 2.71 -1.59 -4.21
H 1.43 -0.82 -3.25
H 2.18 -3.06 -5.92
H 0.72 -2.55 -6.80
H 0.55 -4.95 -6.45
H 0.86 -4.78 -4.70
H -2.34 -3.21 -4.28
H -0.88 -3.74 -3.40
H -0.79 -1.27 -3.67
H -1.12 -1.44 -5.41
H 1.39 -1.18 -0.77
H 4.13 -1.43 0.08
H 1.79 0.88 2.33
H 0.17 0.74 3.60
H -1.58 2.04 4.70
H -3.28 3.04 0.90
H -1.50 1.73 -0.22
*
```

The strongest force on any atom comes out at 0.011 Eh/bohr. The SMILES is O=C(CCN1CCOCC1)NNC(=S)NC(=O)c1ccc(Br)cc1. For the orbital gap, the calculation gives 7.66 eV.

=====

Q: Which of these has the lowest strongest force on any atom?
A: C28H65BClFO15

=====

Please write out number 2 again, unchanged.
Below is a cluster of 2 separate species, HN2O3S in total, with properties calculated with ωB97M-V/def2-TZVPD.

Structure (ORCA input):
```
! RIJCOSX wB97M-V def2-TZVPD def2/J DEFGRID3
* xyz -1 3
N 2.06 0.84 -0.66
N 2.79 -0.02 0.10
O 3.73 0.37 0.86
O 2.71 -1.19 -0.26
O 1.86 1.95 -0.26
S -1.05 -0.76 0.15
H 0.04 -1.47 0.23
*
```

The strongest force on any atom comes out at 0.070 Eh/bohr. As for the expectation value of S²: 2.013. For the orbital gap (spin up / spin down), the calculation gives 6.72 / 5.05 eV.

=====

Q: Look up the strongest force on any atom of the third one.
A: 0.011 Eh/bohr

=====

Q: What is the formula in the second record?
A: HN2O3S